Entry 1:
{
  "formula": "C8H16N2",
  "method": "ωB97M-V with the def2-TZVPD basis set",
  "symbols": ["C", "C", "C", "H", "H", "H", "H", "C", "N", "H", "H", "H", "N", "H", "C", "H", "H", "C", "H", "H", "H", "C", "H", "C", "H", "H"],
  "xyz": [[-1.239590, 2.402366, -1.055195], [0.773515, -2.087747, -0.245611], [-0.582372, 2.607377, 2.451120], [-0.510203, 1.671370, -2.982581], [0.533331, -1.212256, 0.360000], [2.789146, -2.749429, 0.268633], [-0.777822, 2.988438, 3.440018], [-0.469034, -2.873857, -0.650152], [0.561925, 1.971392, 2.067712], [-0.687094, -3.687556, 0.049489], [1.198655, 1.464795, 2.660013], [-0.034103, 0.618978, -1.657975], [-1.398849, 2.806762, 1.454333], [1.334208, -1.735013, -1.107045], [-0.819904, 1.275439, -2.011459], [-0.356130, -3.323112, -1.635962], [-1.351682, -2.235371, -0.696920], [0.397021, 1.685081, 0.735963], [-1.646287, 0.594041, -2.195306], [1.065341, 1.232131, 0.015989], [-2.321837, 2.481464, -1.066413], [1.765019, -2.890761, 0.629864], [1.771673, -2.622189, 1.678756], [-0.791118, 2.229285, 0.359525], [1.632359, -3.965509, 0.546955], [-0.836169, 3.353881, -1.413750]],
  "forces_ev_per_a": [[-0.10, -0.20, 0.03], [0.61, -0.24, 0.99], [-0.21, 0.32, 0.06], [-0.04, -0.05, 0.11], [-0.36, 0.12, -0.31], [-0.02, 0.20, 0.13], [0.23, -0.25, 0.16], [-0.22, 0.07, -0.03], [-0.03, -0.60, 0.00], [0.05, 0.18, 0.00], [0.02, 0.32, 0.17], [0.36, 0.16, 0.23], [-0.07, 0.05, -0.25], [-0.22, 0.11, -0.25], [-0.21, -0.07, -0.35], [0.08, -0.08, -0.02], [-0.02, 0.01, -0.02], [-0.28, 0.06, -1.09], [-0.23, 0.01, -0.05], [0.46, -0.10, 0.83], [-0.16, 0.20, -0.01], [0.70, -0.23, -0.77], [-0.27, 0.06, 0.21], [0.42, 0.15, 0.15], [-0.33, -0.19, 0.07], [-0.13, -0.01, 0.02]],
  "lowdin_charge": [-0.189, -0.311, -0.208, 0.072, 0.072, 0.063, 0.113, -0.116, 0.055, 0.069, 0.144, 0.037, 0.099, 0.091, -0.095, 0.068, 0.061, -0.095, 0.068, 0.110, 0.104, -0.121, 0.059, -0.320, 0.061, 0.110],
  "lumo_ev": 0.79,
  "homo_lumo_gap_ha": 0.3437,
  "de_lowest_kj_mol": 61.5,
  "total_energy_ha": -423.91622,
  "smiles": "CCc1c[nH]cn1.CCC",
  "largest_force_ha_per_bohr": 0.023,
  "homo_ev": -8.57
}

Entry 2:
{
  "formula": "C22H48As2F24N8O14S4",
  "method": "ωB97M-V with the def2-TZVPD basis set",
  "symbols": ["H", "F", "H", "O", "H", "C", "H", "H", "H", "F", "F", "H", "O", "S", "F", "F", "H", "C", "H", "C", "H", "H", "C", "S", "H", "O", "S", "H", "C", "H", "C", "F", "O", "H", "H", "H", "H", "H", "H", "H", "N", "H", "H", "N", "F", "H", "C", "H", "C", "F", "N", "As", "H", "F", "F", "H", "As", "O", "H", "O", "O", "H", "H", "C", "H", "H", "S", "H", "C", "H", "H", "O", "H", "H", "F", "C", "H", "H", "F", "H", "N", "C", "H", "C", "F", "O", "O", "H", "C", "O", "H", "N", "O", "H", "F", "F", "C", "F", "C", "N", "F", "N", "H", "C", "F", "H", "F", "N", "C", "H", "F", "O", "C", "F", "C", "F", "C", "C", "F", "H", "F", "O"],
  "xyz": [[17.143187, 19.158287, 16.354885], [11.804288, 12.915454, 7.671074], [21.823773, 12.479339, 10.312232], [21.369525, 13.728385, 7.982438], [11.218651, 9.975678, 12.602327], [18.030151, 19.254531, 15.713784], [11.790437, 11.743462, 18.248798], [22.026796, 16.999206, 10.719586], [20.852449, 11.102807, 9.736322], [10.431381, 16.540424, 16.941110], [12.539615, 16.234166, 17.547424], [19.674539, 10.673432, 5.862615], [10.550728, 15.054610, 14.446881], [18.205964, 18.055542, 8.484501], [12.054921, 17.437472, 15.775584], [13.285563, 13.684040, 9.649766], [11.059819, 14.234030, 12.678172], [19.233160, 19.600588, 16.500248], [17.174782, 10.552248, 18.698895], [11.473992, 16.191614, 10.860417], [12.205983, 15.760059, 10.164977], [16.268261, 10.221972, 17.270672], [20.209473, 20.593035, 11.085629], [18.345792, 15.435712, 9.565137], [20.142761, 12.634432, 10.349633], [17.902342, 18.531047, 7.186091], [13.250557, 13.141227, 14.244175], [12.946296, 10.367329, 12.490731], [9.559039, 13.087046, 11.704320], [20.189143, 12.293859, 5.509805], [20.273865, 19.460043, 12.060010], [14.094482, 14.659033, 12.368123], [19.530576, 18.463881, 9.052165], [19.279614, 11.381665, 7.999223], [8.652695, 13.453612, 12.187801], [11.933582, 16.255976, 11.859019], [11.509919, 13.598543, 11.263771], [16.938871, 11.905257, 17.582405], [22.618877, 18.609944, 11.320112], [11.079884, 17.187595, 10.472195], [20.505223, 18.144095, 11.439469], [21.681604, 18.307505, 9.701386], [12.436571, 8.280825, 8.165188], [13.967852, 11.949258, 18.190678], [16.932945, 20.139646, 9.260321], [22.349121, 18.134537, 16.555246], [17.099182, 18.899470, 9.760301], [12.171225, 6.707375, 8.648057], [20.291830, 11.494652, 6.215319], [19.192271, 16.577345, 13.295526], [19.766223, 12.124119, 7.502024], [12.878121, 12.140659, 8.785206], [12.642143, 10.195621, 18.035275], [20.342374, 14.484612, 12.618864], [14.172898, 12.092560, 7.673984], [21.473149, 19.043353, 17.841394], [19.948889, 15.262452, 14.041390], [10.981222, 13.813726, 16.494563], [20.579463, 18.787916, 15.093343], [9.177526, 15.530318, 10.763311], [14.917578, 10.852857, 19.942973], [12.394210, 8.675289, 12.717801], [22.084988, 19.827814, 16.347831], [21.673142, 18.913585, 16.807434], [17.866311, 20.035132, 14.937087], [19.152638, 12.942518, 7.342614], [11.491393, 14.798079, 15.514060], [19.162767, 20.799761, 10.747230], [10.274745, 15.322624, 11.022071], [20.554118, 21.541904, 11.486770], [13.754286, 12.864187, 18.630404], [19.361972, 15.875371, 10.440029], [10.784854, 7.894565, 8.446857], [9.896909, 12.219516, 12.258077], [12.300986, 10.603042, 8.331286], [14.634607, 13.819578, 13.188767], [20.806239, 20.401906, 10.161238], [14.020880, 12.160044, 17.221668], [17.582829, 18.890970, 10.996329], [20.199627, 17.649852, 16.084810], [17.820931, 16.494949, 8.567642], [11.788320, 7.707224, 8.810332], [12.585114, 11.067777, 19.589467], [12.140357, 9.621193, 12.268215], [19.638332, 16.052463, 15.578946], [19.467823, 20.390024, 17.354604], [12.256870, 12.778787, 13.260877], [18.301350, 18.262132, 15.190365], [20.814986, 12.828321, 8.422800], [18.482414, 14.197308, 8.873553], [20.447971, 17.414579, 12.094510], [20.425604, 18.640900, 16.112058], [13.826705, 12.024387, 14.960909], [12.760532, 9.928124, 10.283321], [15.749124, 15.291849, 9.963155], [20.988284, 14.156632, 14.855328], [11.938342, 7.964583, 10.296175], [21.330813, 16.355154, 13.772521], [12.646637, 11.164934, 18.497212], [10.673094, 14.063466, 11.733544], [15.915589, 18.196657, 9.834082], [11.970656, 9.483621, 10.769963], [11.151703, 9.987259, 10.363749], [15.179236, 11.277059, 18.857548], [15.670033, 14.304398, 13.816354], [9.413756, 12.721347, 10.666442], [16.906593, 14.246971, 11.395998], [12.964899, 14.516821, 15.016809], [16.873336, 15.337781, 10.667220], [19.849962, 18.047504, 10.649742], [15.034693, 12.750458, 12.338409], [12.103170, 7.177310, 11.196984], [11.672640, 16.396895, 16.479152], [18.490911, 14.339600, 14.233956], [20.941644, 12.167265, 9.768052], [16.808451, 16.359456, 11.453986], [16.503394, 11.018017, 18.010636], [21.852897, 18.095250, 10.700730], [11.491381, 12.044887, 9.973134], [21.333415, 11.163425, 6.447066], [14.053079, 11.378632, 9.940890], [20.146633, 19.648069, 13.218733]],
  "forces_ev_per_a": [[0.34, 0.09, -0.22], [0.66, -0.13, 0.61], [0.43, 0.01, -0.38], [1.34, 2.48, -1.38], [-1.32, 0.54, 0.96], [0.30, -1.21, -1.31], [-0.39, 0.73, -0.91], [0.42, 0.66, 0.04], [-0.17, -0.63, -0.01], [0.59, 0.57, 0.05], [-1.08, 0.16, -1.46], [-0.13, -0.06, 0.48], [0.52, 0.51, -0.23], [1.43, -0.91, 1.32], [-0.06, -0.15, 0.00], [-0.47, -1.39, -1.24], [-0.79, 0.19, 0.00], [0.95, -0.19, 1.04], [0.48, -0.05, 0.58], [-0.64, 1.41, -0.55], [-0.22, 0.04, 0.15], [-0.04, 0.82, 0.11], [-0.02, 0.39, -1.84], [-1.78, 1.15, -0.25], [-0.38, -0.38, 0.12], [-0.30, 0.24, 0.11], [1.46, 0.78, -0.66], [-0.85, -0.61, -0.44], [0.04, -1.17, 0.04], [0.72, 0.16, -0.68], [-0.12, 1.41, -1.83], [-0.40, 1.81, -0.60], [-1.80, -1.01, -0.88], [-0.33, 0.46, 0.37], [0.26, 0.27, -0.34], [0.02, 0.34, -0.36], [-1.13, 0.72, 0.19], [-0.10, 0.26, -0.32], [-0.49, -0.18, -0.94], [0.89, -1.20, 0.65], [1.31, 2.26, -0.82], [0.02, 1.21, -1.65], [0.24, 0.85, 0.32], [-2.03, 0.15, 1.51], [-0.25, -0.79, 1.29], [0.59, -0.84, 0.23], [-1.61, -1.20, -1.74], [-0.70, -0.50, 0.10], [0.77, 0.61, 0.93], [-2.23, 0.96, -0.94], [-0.34, -0.26, -0.11], [0.57, 2.26, 1.51], [0.25, -0.21, -0.34], [-0.08, -0.72, -1.75], [-0.24, 0.45, -0.09], [0.14, 0.02, 0.86], [1.40, -0.82, 1.64], [1.42, 1.48, -1.10], [-0.20, 0.18, 0.27], [-3.51, 0.31, -0.87], [0.94, 0.64, -1.14], [-0.07, -0.26, -0.17], [-0.14, -0.19, 0.65], [0.45, 1.30, -1.12], [0.03, -0.50, 0.53], [-0.38, -0.65, -0.08], [-1.70, -1.94, 1.53], [0.75, -0.50, 0.33], [4.22, 0.16, 0.95], [0.11, -0.21, 0.53], [0.62, -0.38, -0.03], [1.79, 0.24, 0.95], [-0.29, -0.28, 0.14], [0.09, -0.09, 0.27], [0.06, -1.08, -0.51], [0.12, -3.28, -1.38], [-0.62, 0.04, 0.69], [0.39, -0.12, -1.77], [0.34, 0.58, -0.15], [-0.61, -0.68, 0.51], [0.51, 2.12, -0.81], [0.72, -0.14, 0.57], [0.41, -0.18, -0.41], [1.55, 0.89, -0.93], [-0.11, 0.23, 0.49], [-0.41, -0.57, -0.88], [-0.17, -0.14, 0.48], [-1.03, 1.51, 0.63], [-0.32, -3.16, 1.62], [0.17, -1.32, -0.15], [-0.32, -1.44, 1.34], [-0.42, 0.91, -1.51], [-0.28, 0.54, 0.89], [0.13, -0.05, 0.11], [-0.25, 0.03, -0.58], [-0.40, 0.07, 0.35], [0.65, -0.59, 1.74], [0.77, -0.02, 0.51], [0.98, 0.19, 1.27], [0.39, -1.32, -1.10], [1.08, 1.58, -0.40], [0.00, -1.07, -0.46], [0.64, -0.27, 0.61], [0.67, -1.31, 0.23], [-0.09, 0.04, 0.21], [-0.16, 0.76, 0.69], [0.63, -1.01, 0.60], [0.27, -1.11, 0.04], [-0.57, -1.39, -1.20], [-0.56, -0.28, -0.27], [-0.37, 1.17, 1.97], [-0.49, 1.27, -2.35], [0.22, -1.03, 1.17], [0.55, 0.45, -0.04], [-0.43, 1.34, -0.01], [0.34, 1.53, 1.14], [-2.34, -0.40, 0.77], [0.09, -2.30, 3.07], [0.85, 0.07, -0.09], [-0.86, 0.34, -0.68], [-1.55, -0.07, -0.36], [0.07, -0.97, 1.80]],
  "lowdin_charge": [0.111, -0.213, 0.107, 0.224, 0.071, 0.030, 0.078, 0.119, 0.087, 0.146, 0.091, 0.101, -0.291, 0.702, 0.177, -0.269, 0.093, -0.354, 0.078, 0.036, 0.085, 0.109, 0.029, 0.577, 0.097, -0.224, 0.630, 0.104, -0.015, 0.096, -0.412, 0.155, -0.345, 0.163, 0.114, 0.093, 0.137, 0.083, 0.131, 0.130, 0.072, 0.059, 0.079, 0.123, 0.139, 0.100, -0.592, 0.100, 0.040, -0.231, 0.073, 0.852, 0.103, -0.201, -0.208, 0.096, 0.696, -0.315, 0.130, 0.225, 0.161, 0.087, 0.123, 0.003, 0.116, 0.149, 0.629, 0.107, -0.450, 0.102, 0.192, -0.272, 0.107, 0.076, -0.227, -0.656, 0.101, 0.099, 0.141, 0.107, -0.279, 0.031, 0.104, 0.025, -0.261, 0.188, -0.308, 0.101, -0.440, -0.270, 0.071, 0.052, -0.300, 0.094, 0.144, -0.221, -0.291, -0.281, 0.055, 0.036, 0.100, 0.069, 0.159, -0.314, 0.178, 0.109, 0.152, -0.303, -0.735, 0.067, 0.051, 0.144, -0.633, -0.222, 0.047, 0.173, 0.059, 0.059, -0.295, 0.124, -0.278, 0.147],
  "lumo_ev": -4.22,
  "total_charge": 2,
  "homo_lumo_gap_ha": 0.3633,
  "de_lowest_kj_mol": 63.5,
  "total_energy_ha": -10819.20363,
  "largest_force_ha_per_bohr": 0.084,
  "homo_ev": -14.11
}